No. 1
Below is a cluster of 2 separate species, C3H4Cl2N3 in total at a distorted geometry, with properties calculated with ωB97M-V with the def2-TZVPD basis set.

Computed properties:
Electronic energy in eV: -32680.253
Maximum force in eV/A: 3.2
Charge: +1

```
12
Properties=species:S:1:pos:R:3:forces:R:3
C 0.0338 -0.3917 -0.7452 -1.42 -0.08 -2.68
C 0.3311 1.7243 0.1485 -0.21 -1.38 0.65
C -1.3488 0.2697 1.0010 -0.80 -0.77 -0.25
N 0.6252 0.7809 -0.7264 1.11 1.89 0.49
N -1.1641 -0.4914 -0.1795 0.29 1.39 2.87
N -0.4975 1.3111 1.1804 -0.36 -0.62 -1.27
Cl 2.0904 -2.5101 0.2310 -0.10 0.09 0.36
Cl -2.3390 -1.6759 -0.5140 0.57 0.27 -0.10
H 0.2417 -1.1083 -1.5606 0.47 0.19 0.96
H 0.6961 2.7784 0.1422 -0.20 -1.10 -0.35
H 2.0135 -2.4837 -1.0360 0.19 -0.16 -0.34
H -0.6824 1.7966 2.0586 0.44 0.27 -0.33
```
Forces are in eV/Å.

---

No. 2
Below is a structure of composition C38H40MoN3S2Sb2, with properties calculated with ωB97M-V with the def2-TZVPD basis set.

Computed properties:
Multiplicity: 3
Electronic energy in eV: -81101.530
Maximum force in eV/A: 0.7
Charge: +3

```
86
Properties=species:S:1:pos:R:3:forces:R:3
Mo -0.0461 0.2619 -0.2964 0.17 -0.33 -0.62
C 0.8487 -1.7797 3.0693 -0.05 0.01 0.01
Sb 0.3935 0.2120 2.4949 0.20 -0.11 0.32
C -1.2735 0.5810 3.7454 -0.03 0.07 -0.09
C 2.0127 1.3246 3.3847 -0.03 -0.10 -0.02
C 3.1684 0.3991 3.6364 -0.11 0.11 0.03
C 3.3719 -0.0941 4.9220 -0.01 -0.03 0.05
C 4.3906 -0.9960 5.1940 -0.04 0.03 0.02
C 5.2233 -1.4185 4.1699 0.00 0.01 -0.03
C 5.0385 -0.9189 2.8898 0.02 -0.04 -0.03
C 4.0201 -0.0115 2.6057 0.07 0.00 -0.16
C 3.9289 0.5522 1.2140 -0.01 -0.04 0.02
Sb 2.6792 -0.4603 -0.2108 0.20 -0.04 0.03
C 3.3369 -2.4619 -0.0535 -0.14 -0.01 0.01
C 3.6260 0.1998 -1.9841 -0.03 -0.05 -0.02
H 1.3967 -1.7453 4.0098 -0.01 -0.02 0.00
H 1.4624 -2.2843 2.3264 0.01 0.01 0.00
H -0.0833 -2.3285 3.2045 0.01 0.01 0.00
H -0.9924 0.2506 4.7442 -0.05 0.02 0.02
H -2.1284 0.0039 3.3968 -0.01 -0.01 0.02
H -1.5261 1.6393 3.7637 0.01 -0.01 0.00
H 1.6025 1.7265 4.3104 0.06 0.01 0.03
H 2.2503 2.1597 2.7285 0.01 0.02 0.01
H 2.7295 0.2451 5.7277 0.02 -0.01 -0.01
H 4.5399 -1.3557 6.2031 -0.01 0.01 -0.01
H 6.0294 -2.1111 4.3701 -0.01 0.00 -0.01
H 5.7229 -1.2148 2.1018 0.00 0.01 0.01
H 4.8945 0.4684 0.7115 0.04 0.05 0.04
H 3.6444 1.6037 1.1846 0.01 0.02 0.03
H 4.4051 -2.4283 -0.2640 0.01 -0.06 0.01
H 2.8360 -3.0891 -0.7870 0.01 -0.01 0.00
H 3.1727 -2.8384 0.9529 0.03 -0.02 0.01
H 4.5804 -0.3221 -2.0448 0.01 0.02 -0.01
H 3.8083 1.2701 -1.9085 0.01 0.01 -0.04
H 3.0274 -0.0206 -2.8640 0.00 -0.01 -0.01
S -3.6931 -5.8574 0.4258 -0.19 -0.08 -0.03
C -2.6842 -7.2206 0.5067 -0.07 -0.08 0.05
C -1.3621 -6.8898 0.4711 0.07 0.13 -0.04
C -1.1732 -5.4940 0.3640 0.20 -0.07 0.00
C -2.3533 -4.7916 0.3223 -0.02 0.20 0.00
C -2.5315 -3.3488 0.2043 0.08 -0.13 0.04
C -1.4119 -2.5029 0.2581 0.08 0.15 0.03
N -1.4986 -1.1809 0.1592 -0.14 -0.03 0.00
C -2.7222 -0.5876 0.0325 0.09 0.09 0.05
C -3.8861 -1.3420 -0.0641 -0.19 -0.12 0.03
C -5.1465 -0.6545 -0.2146 0.06 -0.11 0.02
C -5.2060 0.6916 -0.2165 0.05 0.11 0.01
C -4.0126 1.4881 -0.0573 -0.25 0.05 0.01
C -4.0173 2.8836 0.0205 -0.16 0.06 -0.03
C -2.8481 3.6083 0.2326 0.04 0.14 0.07
C -1.6646 2.8656 0.3471 0.04 -0.19 0.06
N -1.6270 1.5345 0.2426 -0.44 0.09 -0.17
C -2.7867 0.8395 0.0497 0.14 -0.12 0.18
C -2.8188 5.0619 0.3426 0.02 -0.21 0.05
C -1.7202 5.8858 0.3662 0.19 0.11 -0.03
C -2.0573 7.2546 0.4595 0.05 -0.12 -0.05
C -3.4076 7.4425 0.5048 -0.03 0.07 0.09
S -4.2642 5.9784 0.4608 -0.21 0.05 -0.08
C -3.7640 -2.7358 0.0174 -0.17 -0.06 -0.02
H -3.1171 -8.2065 0.5855 0.00 0.04 0.00
H -0.5645 -7.6163 0.5128 -0.01 0.02 0.00
H -0.1909 -5.0404 0.3123 -0.04 -0.05 -0.01
H -0.4166 -2.9097 0.3771 0.02 0.01 -0.02
H -6.0491 -1.2451 -0.3095 0.02 0.00 0.00
H -6.1569 1.1995 -0.3157 0.02 0.00 0.00
H -4.9632 3.4057 -0.0769 0.02 -0.01 -0.01
H -0.7228 3.3592 0.5482 0.02 0.00 -0.04
H -0.6956 5.5407 0.3006 -0.04 0.03 -0.01
H -1.3421 8.0628 0.4821 0.00 -0.02 0.00
H -3.9431 8.3770 0.5754 0.00 -0.03 0.01
H -4.6613 -3.3412 -0.0598 0.03 0.02 0.00
C -0.7628 -2.4588 -2.9427 0.00 0.01 0.03
C -0.2484 -1.0899 -3.2244 0.10 0.12 0.21
C 0.0529 -0.5024 -4.4024 0.08 0.14 -0.26
C 0.5083 0.8630 -4.1648 0.00 -0.15 -0.20
C 0.4697 1.0539 -2.8420 -0.10 -0.09 0.27
C 0.7611 2.2306 -1.9536 -0.15 -0.19 -0.24
N -0.0288 -0.1378 -2.2093 0.01 0.19 0.27
H -0.7375 -3.0516 -3.8546 -0.01 0.01 -0.01
H -1.7967 -2.4400 -2.5910 0.00 0.01 0.01
H -0.1552 -2.9791 -2.1985 0.02 0.00 -0.01
H -0.0419 -0.9703 -5.3718 0.01 0.04 0.03
H 0.8128 1.5766 -4.9158 -0.01 -0.04 0.01
H 1.6916 2.7320 -2.2140 0.04 -0.01 0.00
H 0.9320 1.9263 -0.8867 0.39 0.44 0.11
H -0.0440 2.9641 -1.9388 -0.02 0.04 0.01
```
Forces are in eV/Å.

---

No. 3
Below is an isolated molecule of C4H6OS at a distorted geometry, with properties calculated with ωB97M-V with the def2-TZVPD basis set.

Computed properties:
Electronic energy in eV: -17125.831
Maximum force in eV/A: 7.6
Charge: 0
SMILES string: C=CCC(O)=S

```
12
Properties=species:S:1:pos:R:3:forces:R:3
C -0.0103 -1.6972 0.2683 -0.15 1.59 7.44
C -0.3271 -0.4709 0.8175 0.83 -5.05 -0.41
C -0.8224 0.4541 -0.0869 -0.70 5.47 -3.98
C 0.3879 1.3391 -0.6258 1.24 -0.91 0.95
O 1.6237 0.7823 -0.5119 -0.53 -1.31 -0.01
S 0.3262 2.8819 -1.0851 -0.49 0.19 -0.29
H 0.1662 -2.5024 1.0323 0.42 0.54 -1.45
H -0.0753 -1.8105 -0.7171 -0.49 -0.99 -3.83
H -0.1734 -0.1844 1.8347 -0.06 -0.26 0.61
H -1.4043 1.3270 0.3330 -0.03 -1.43 -0.34
H -1.3196 0.0691 -1.0548 0.55 0.39 1.77
H 1.6286 -0.1881 -0.2043 -0.58 1.78 -0.46
```
Forces are in eV/Å.